C62H82N5O6PS | wB97M-V/def2-TZVPD

Values from the calculation:
Gap between HOMO and LUMO: 8.79 eV

Each line ends with the Mulliken charge.
Geometry (Å):
C: -0.1814 -2.3640 -3.0697  -0.8735
C: 0.9232 -1.6750 -3.8640  -0.0668
C: 1.1585 -0.2014 -3.4894  -1.0482
N: 1.0551 0.1283 -2.0497  0.6449
C: 2.1928 0.8110 -1.4342  1.9337
C: 3.6128 0.2818 -1.7804  -2.8221
C: 3.9655 -1.2467 -1.8778  1.4612
N: 5.2590 -1.3899 -1.2043  -0.8851
N: 4.1877 -1.6568 -3.2774  -0.6275
N: 3.0073 -2.1657 -1.2877  -0.4048
C: 2.2317 2.2552 -1.9551  -0.7310
O: 1.6587 2.7126 -2.8885  -0.5505
O: 2.9949 3.0032 -1.1159  -0.1643
C: 2.5656 2.6498 0.2108  0.3855
C: 1.6283 3.7420 0.7622  -1.0228
C: 0.5696 4.3981 -0.1136  -1.2342
O: -0.7060 3.7258 -0.0066  -0.0479
C: -1.6921 4.2402 -0.7615  -0.0141
O: -1.5680 4.6268 -1.8802  -0.5146
P: 4.1217 2.6002 1.2184  0.3006
C: 5.1855 3.9921 0.7123  -1.0153
O: 3.6403 3.1911 2.6814  -0.1372
C: 2.0049 1.1214 0.1192  0.9415
S: 3.0825 0.0828 1.3009  -0.4453
C: 0.5336 1.0283 0.5784  -0.5130
C: -0.0796 -0.3815 0.7532  -1.8536
C: -1.5014 -0.6387 0.2582  0.0821
C: -2.6042 0.3961 0.5323  -1.4214
N: -3.4856 0.4616 -0.6482  0.6822
C: -2.8314 0.9822 -1.8593  -0.5571
C: -4.7231 1.0450 -0.3921  0.4223
C: -5.6472 1.2081 -1.5695  -1.4218
O: -5.0642 1.3695 0.7346  -0.4927
H: -0.0028 -2.3328 -1.9925  -0.2074
H: -0.2464 -3.4128 -3.3699  0.4856
H: -1.1588 -1.9090 -3.2732  0.2775
H: 0.5914 -1.6593 -4.9111  0.5187
H: 1.8488 -2.2542 -3.8480  0.0421
H: 0.3930 0.3824 -4.0141  0.5833
H: 2.1086 0.1573 -3.8921  0.1900
H: 0.2828 0.7773 -1.9665  -0.3441
H: 3.9135 0.7117 -2.7434  0.7006
H: 4.2867 0.7353 -1.0491  0.4310
H: 5.1334 -1.2128 -0.2094  0.2965
H: 5.5157 -2.3746 -1.2722  0.3659
H: 5.1905 -1.7399 -3.4172  0.3271
H: 3.8920 -0.9386 -3.9256  0.1983
H: 3.0721 -2.1961 -0.2828  0.4357
H: 2.0574 -2.0211 -1.5956  -0.4885
H: 1.1933 3.4172 1.7092  0.1446
H: 2.2941 4.5792 1.0110  0.7512
H: 0.4186 5.4167 0.2595  0.6682
H: 0.8793 4.4697 -1.1592  0.3807
H: -2.6434 4.2595 -0.2139  0.4546
H: 5.0469 4.2767 -0.3334  0.3891
H: 6.2091 3.6447 0.8776  0.1404
H: 5.0146 4.8530 1.3668  0.3000
H: 3.6861 2.4621 3.3177  0.2870
H: 2.1889 -0.9157 1.3138  0.2784
H: -0.0778 1.5935 -0.1370  -0.3258
H: 0.4404 1.5668 1.5235  0.8611
H: -0.0535 -0.6105 1.8265  0.5952
H: 0.5526 -1.1261 0.2641  0.0862
H: -1.8048 -1.5751 0.7432  0.6116
H: -1.4856 -0.8606 -0.8113  -0.0459
H: -2.2388 1.3838 0.8429  0.7278
H: -3.2363 0.0356 1.3459  0.4624
H: -3.2098 0.4888 -2.7601  0.3509
H: -2.9559 2.0639 -1.9745  0.3021
H: -1.7656 0.7637 -1.7980  -0.1159
H: -5.4699 2.1869 -2.0333  0.2984
H: -5.4930 0.4470 -2.3360  0.3710
H: -6.6722 1.1918 -1.1993  0.3893
C: 1.4479 -5.5621 -7.1557  -0.4738
C: 1.3520 -5.4407 -8.5355  -0.4095
C: 1.7402 -4.2628 -9.1587  -0.3201
C: 2.2277 -3.2054 -8.4027  -0.5478
C: 2.3248 -3.3288 -7.0240  -0.0882
C: 1.9342 -4.5050 -6.3995  -0.4257
H: 1.1440 -6.4804 -6.6699  0.3714
H: 0.9742 -6.2655 -9.1258  0.3601
H: 1.6614 -4.1682 -10.2341  0.3577
H: 2.5305 -2.2864 -8.8879  0.3701
H: 2.7063 -2.5076 -6.4300  0.3641
H: 2.0105 -4.5952 -5.3229  0.4570
C: -6.8290 2.2701 3.2357  -0.1752
C: -7.2301 2.5665 4.5314  -0.6149
C: -8.4144 3.2565 4.7558  -0.4071
C: -9.2025 3.6478 3.6824  -0.3814
C: -8.8001 3.3550 2.3857  -0.5513
C: -7.6120 2.6721 2.1628  0.0010
H: -5.9069 1.7359 3.0509  0.3732
H: -6.6224 2.2514 5.3703  0.3686
H: -8.7248 3.4859 5.7672  0.3690
H: -10.1278 4.1824 3.8561  0.3730
H: -9.4120 3.6635 1.5471  0.3902
H: -7.2852 2.4480 1.1571  0.2279
C: -4.6612 -5.4368 -1.7539  -0.6037
C: -3.4847 -5.1425 -1.0780  -0.4116
C: -3.2616 -3.8560 -0.6127  -0.0866
C: -4.2060 -2.8589 -0.8122  0.2731
C: -5.3869 -3.1551 -1.4796  -0.3340
C: -5.6122 -4.4429 -1.9513  -0.5723
H: -4.8381 -6.4381 -2.1246  0.4005
H: -2.7364 -5.9089 -0.9155  0.2994
H: -2.3387 -3.6233 -0.0936  0.0368
H: -3.9866 -1.8587 -0.4602  -0.0661
H: -6.1294 -2.3831 -1.6414  0.5780
H: -6.5297 -4.6710 -2.4789  0.4051
C: 4.8428 5.7775 7.6006  -0.2978
C: 4.1630 4.9553 8.4886  -0.4644
C: 3.3547 3.9343 8.0091  -0.3681
C: 3.2294 3.7344 6.6413  -0.4200
C: 3.9104 4.5542 5.7512  -0.1543
C: 4.7158 5.5774 6.2332  -0.6218
H: 5.4720 6.5746 7.9752  0.3678
H: 4.2632 5.1105 9.5549  0.3539
H: 2.8214 3.2958 8.7014  0.3600
H: 2.5968 2.9375 6.2695  0.3514
H: 3.8130 4.3991 4.6851  0.5060
H: 5.2453 6.2197 5.5410  0.3653
C: 10.0423 4.8612 2.7684  -0.4620
C: 11.3372 4.5138 2.4101  -0.3559
C: 11.5733 3.3333 1.7191  -0.3598
C: 10.5148 2.5009 1.3831  -0.4947
C: 9.2195 2.8483 1.7405  -0.2548
C: 8.9846 4.0274 2.4340  -0.3072
H: 9.8575 5.7811 3.3079  0.3594
H: 12.1630 5.1636 2.6690  0.3557
H: 12.5838 3.0615 1.4425  0.3541
H: 10.6990 1.5814 0.8429  0.3653
H: 8.3938 2.1980 1.4784  0.4054
H: 7.9743 4.2962 2.7174  0.4048
C: -9.4647 -0.4861 1.6090  -0.3242
C: -8.1025 -0.7424 1.5431  -0.0769
C: -7.6451 -1.9259 0.9791  -0.8415
C: -8.5476 -2.8507 0.4720  -0.3789
C: -9.9106 -2.5925 0.5340  -0.4841
C: -10.3684 -1.4122 1.1047  -0.4388
H: -9.8161 0.4368 2.0535  0.3769
H: -7.3949 -0.0230 1.9297  0.4314
H: -6.5821 -2.1292 0.9376  0.5370
H: -8.1883 -3.7730 0.0320  0.4254
H: -10.6164 -3.3125 0.1398  0.3693
H: -11.4315 -1.2144 1.1572  0.3783
C: 2.1812 -6.7438 0.5958  -0.4961
C: 1.4825 -5.7797 -0.1171  -0.4695
C: 0.1662 -5.4924 0.2158  0.0580
C: -0.4499 -6.1604 1.2654  -0.3076
C: 0.2498 -7.1243 1.9786  -0.4684
C: 1.5641 -7.4170 1.6416  -0.3939
H: 3.2080 -6.9685 0.3377  0.3885
H: 1.9657 -5.2461 -0.9260  0.4141
H: -0.3797 -4.7439 -0.3420  0.1134
H: -1.4759 -5.9304 1.5267  0.4008
H: -0.2290 -7.6465 2.7969  0.3665
H: 2.1093 -8.1699 2.1963  0.3608

=====

C63H100BF4N12O4 | wB97M-V/def2-TZVPD

Values from the calculation:
Charge: +10
⟨S²⟩: 0.77
Gap between HOMO and LUMO (spin up / spin down): 2.06 / 5.72 eV
Multiplicity: 2

Each line ends with the Mulliken spin population.
Geometry (Å):
C: 0.2217 1.8194 5.7983  0.0000
C: -0.4480 0.5063 5.3326  -0.0001
O: -0.5053 -0.5264 5.9974  0.0000
N: -1.2169 0.4613 3.9629  -0.0001
H: -1.4004 1.3752 3.5740  0.0001
H: -0.6500 -0.0764 3.3229  -0.0001
C: -2.6554 -0.1727 4.1955  -0.0001
H: 0.4429 1.7565 6.8638  0.0000
H: -0.4064 2.6667 5.5234  0.0000
H: 1.2068 1.8942 5.3378  0.0000
H: -2.5917 -1.0356 4.8585  -0.0001
H: -3.0019 -0.4747 3.2072  0.0002
H: -3.2516 0.6335 4.6230  -0.0001
C: 2.7894 0.0424 -2.1840  -0.0260
N: 3.3504 -1.2161 -2.6999  0.1978
C: 2.9437 -2.3755 -2.1614  0.3326
C: 3.5172 -3.6206 -2.5099  -0.1131
C: 4.5059 -3.6393 -3.4618  0.2769
C: 4.8867 -2.4067 -4.0398  0.0201
C: 4.2869 -1.2561 -3.6507  0.1440
C: 5.2539 -4.9183 -3.8970  -0.0380
C: 6.0582 -5.0572 -5.0663  0.0846
C: 6.5687 -6.3499 -5.4612  -0.0176
N: 6.2920 -7.3709 -4.6339  0.0616
C: 5.7043 -7.2883 -3.4373  -0.0253
C: 5.1053 -6.0617 -3.0804  0.0670
C: 6.6901 -8.7700 -4.9816  -0.0034
H: 3.3610 0.8393 -2.6597  0.0018
H: 2.8244 0.0301 -1.0946  0.0108
H: 1.7843 0.2004 -2.5749  -0.0015
H: 2.1651 -2.3663 -1.4130  -0.0468
H: 3.1007 -4.5225 -2.0863  0.0122
H: 5.5511 -2.3161 -4.8865  0.0176
H: 4.6123 -0.2848 -3.9927  0.0214
H: 6.2329 -4.2563 -5.7695  0.0071
H: 7.1785 -6.5111 -6.3379  0.0011
H: 5.5791 -8.1930 -2.8608  0.0018
H: 4.6878 -5.9223 -2.0942  0.0099
H: 7.0506 -8.8484 -6.0073  0.0006
H: 5.9556 -9.5416 -4.7509  0.0016
H: 7.5559 -8.9865 -4.3558  0.0023
C: 1.9677 3.9740 1.7723  -0.0002
N: 1.3154 5.2142 2.1912  0.0001
C: 0.6653 5.9633 1.2870  -0.0001
C: 0.1401 7.1580 1.6596  0.0001
C: 0.1592 7.5622 2.9905  0.0000
C: 0.7721 6.7299 3.9371  0.0000
C: 1.4652 5.5975 3.5185  -0.0002
C: -0.5100 8.8315 3.3901  0.0003
C: -0.2586 10.0305 2.6732  -0.0002
C: -0.7692 11.2722 3.1502  0.0000
N: -1.5265 11.2763 4.2769  0.0000
C: -1.8422 10.1370 4.9823  -0.0001
C: -1.2967 8.8996 4.5723  -0.0001
C: -2.2947 12.4675 4.5681  0.0000
H: 2.8936 4.4040 1.3904  -0.0001
H: 1.4351 3.3500 1.0546  0.0003
H: 2.2164 3.3437 2.6261  -0.0004
H: 0.4523 5.5266 0.3225  -0.0001
H: -0.5039 7.6836 0.9702  0.0001
H: 0.6815 7.1380 4.9329  0.0000
H: 2.1017 4.9346 4.0858  0.0001
H: 0.3358 10.0148 1.7716  0.0000
H: -0.6098 12.2587 2.7405  0.0000
H: -2.5111 10.2675 5.8202  0.0000
H: -1.4103 7.9800 5.1271  0.0000
H: -2.0686 12.9675 5.5099  0.0000
H: -3.3436 12.1996 4.6947  0.0000
H: -2.1799 13.2773 3.8475  0.0000
C: -6.0455 -4.0955 -5.1606  0.0001
N: -5.4357 -4.1467 -3.8091  0.0002
C: -5.1160 -5.3010 -3.1360  -0.0010
C: -4.6715 -5.3294 -1.8018  0.0006
C: -4.2841 -4.1540 -1.1439  0.0006
C: -4.6454 -2.9961 -1.8154  -0.0003
C: -5.1430 -3.0109 -3.1224  0.0002
C: -3.6052 -4.0946 0.0927  0.0023
C: -2.3712 -3.4176 0.0849  0.0057
C: -1.6214 -3.3819 1.2803  -0.0028
N: -2.0808 -3.9606 2.3721  0.0002
C: -3.2369 -4.6672 2.3973  -0.0004
C: -3.9957 -4.7750 1.1987  0.0015
C: -1.2686 -3.7900 3.6134  0.0009
H: -7.1284 -4.1649 -5.2633  0.0000
H: -5.6018 -4.8594 -5.7990  0.0000
H: -5.7287 -3.1849 -5.6690  0.0000
H: -5.3374 -6.2215 -3.6556  0.0000
H: -4.4824 -6.3105 -1.3918  0.0000
H: -4.3797 -2.0373 -1.3953  0.0000
H: -5.4040 -2.1730 -3.7519  0.0003
H: -2.0061 -2.8429 -0.7534  0.0040
H: -0.6885 -2.8412 1.3413  -0.0057
H: -3.4432 -5.2423 3.2878  0.0000
H: -4.9585 -5.2602 1.2624  0.0001
H: -1.7701 -3.0971 4.2890  0.0000
H: -0.2867 -3.3948 3.3533  -0.0006
H: -1.0769 -4.7891 4.0049  0.0001
C: -1.5082 2.5588 -0.1412  -0.0013
N: -2.5100 2.6984 -1.2479  -0.0004
C: -2.1178 3.3478 -2.4137  0.0010
C: -3.1358 3.5663 -3.3882  -0.0013
C: -4.4373 3.0537 -3.1688  0.0020
C: -4.7468 2.3755 -1.9774  -0.0015
C: -3.7654 2.1726 -1.0535  0.0014
C: -5.5477 3.3382 -4.1470  -0.0013
C: -6.8015 3.6629 -3.7774  0.0003
C: -7.7637 3.9385 -4.7322  0.0000
N: -7.4912 3.9522 -6.0569  0.0000
C: -6.1872 3.7137 -6.4845  0.0003
C: -5.2679 3.3225 -5.5128  -0.0003
C: -8.5277 4.4752 -7.0439  0.0000
H: -1.5076 3.4835 0.4360  0.0001
H: -0.4666 2.4230 -0.4322  -0.0002
H: -1.7576 1.8069 0.6075  0.0012
H: -1.0867 3.6680 -2.4412  0.0002
H: -2.8951 4.0043 -4.3456  -0.0002
H: -5.7074 1.9242 -1.7774  -0.0001
H: -3.9755 1.7516 -0.0813  0.0002
H: -7.0700 3.7422 -2.7343  0.0000
H: -8.8306 3.9222 -4.5653  0.0000
H: -6.0458 3.8549 -7.5458  0.0000
H: -4.2586 3.1280 -5.8444  0.0000
H: -9.4819 4.4185 -6.5201  0.0000
H: -8.3957 3.8108 -7.8979  0.0000
H: -8.1066 5.4321 -7.3522  0.0000
C: 4.4535 1.2205 5.9435  0.0000
C: 5.1287 0.8899 4.6320  0.0001
C: 4.1962 0.9743 3.4395  0.0007
O: 4.9765 0.6031 2.3454  -0.0003
C: 4.2753 0.6072 1.1131  -0.0031
N: 6.2828 1.8529 4.5092  0.0000
H: 6.9295 1.6175 3.7700  0.0000
H: 5.9444 2.7964 4.3849  0.0000
H: 6.7727 1.7864 5.3899  0.0000
H: 5.1469 1.2786 6.7825  0.0000
H: 3.7038 0.4993 6.2689  0.0000
H: 3.9756 2.1935 5.8294  0.0000
H: 5.6202 -0.0783 4.7276  0.0000
H: 3.8495 2.0030 3.3408  0.0006
H: 3.3100 0.3484 3.5436  -0.0004
H: 4.9588 0.4191 0.2851  -0.0019
H: 3.9699 1.6232 0.8626  0.0021
H: 3.4319 -0.0753 1.0084  0.0168
C: 3.9342 -3.0991 1.8377  0.0190
C: 3.7029 -3.8675 3.0526  -0.0021
C: 2.6673 -3.2612 3.9532  0.0003
O: 2.1805 -4.1906 4.9828  0.0000
C: 1.7618 -3.6121 6.2092  0.0000
N: 3.3401 -5.2668 2.6183  0.0006
H: 4.2167 -5.6879 2.3455  0.0000
H: 3.0666 -5.7960 3.4339  0.0000
H: 2.6774 -5.2803 1.8562  0.0004
H: 4.5619 -2.2278 2.0248  -0.0067
H: 3.0025 -2.8096 1.3517  0.0006
H: 4.5182 -3.6238 1.0816  -0.0058
H: 4.5558 -4.1700 3.6603  0.0004
H: 1.7867 -2.9470 3.3930  0.0003
H: 2.9991 -2.3307 4.4138  -0.0002
H: 0.6857 -3.4490 6.1511  0.0000
H: 2.2810 -2.7284 6.5802  0.0000
H: 1.9077 -4.3852 6.9636  0.0000
C: -1.0045 -3.4985 -6.0038  0.0014
C: -0.4267 -3.2911 -4.5555  0.0448
C: -1.1191 -2.1044 -3.8068  -0.0012
O: -0.4899 -1.8126 -2.6596  -0.0450
C: -0.9847 -0.5870 -2.0156  0.0129
N: -0.5036 -4.5746 -3.7137  0.0109
H: -0.3837 -4.3565 -2.7348  -0.0010
H: -1.4050 -5.0250 -3.7826  -0.0001
H: 0.3014 -5.1529 -3.9078  0.0018
H: -0.6457 -2.7288 -6.6871  -0.0003
H: -2.0811 -3.3290 -6.0169  0.0004
H: -0.6403 -4.4005 -6.4958  0.0000
H: 0.6463 -3.1323 -4.6637  -0.0068
H: -2.1234 -2.4159 -3.5196  -0.0024
H: -1.1359 -1.2538 -4.4882  0.0009
H: -1.0421 0.3268 -2.6070  0.0010
H: -0.3613 -0.3491 -1.1537  -0.0189
H: -2.0033 -0.6685 -1.6360  0.0036
B: 0.5663 -0.3750 1.3608  0.0051
F: 1.0698 0.8068 0.7602  -0.0099
F: 0.9674 -0.2561 2.6343  0.0058
F: -0.7645 -0.4659 1.2704  0.0008
F: 1.1867 -1.5098 0.7554  -0.0317

=====

For each record above, in turn, the calculated calculated total energy values are -105483.44728; -104443.29223 eV.